ORCA calculation (wB97M-V/def2-TZVPD) on C38H29BrF3I2N9STi as an isolated structure at a distorted geometry.

Values from the calculation:
Frontier orbital gap (alpha / beta), eV: 5.998 / 6.374
ΔE to the lowest compared entry with this formula, charge and spin, kcal/mol: 33.4
Net charge: +1
Molar mass, g/mol: 1082.4
Spin multiplicity: 2

The geometry in XYZ format:
```
84
Properties=species:S:1:pos:R:3:forces:R:3:mulliken_charge:R:1
Ti -0.851 -0.776 -0.696 0.05 -1.39 -1.58 -0.4351
S -3.118 1.448 -1.405 0.41 0.19 0.34 -0.3980
C -2.784 1.829 0.280 -0.12 0.27 -0.13 0.6175
N -3.654 2.751 0.793 0.57 -0.70 -0.16 -0.8149
N -3.274 3.494 1.787 0.38 0.15 0.02 0.2551
C -1.981 4.073 2.024 -0.39 -0.20 0.04 0.4302
C -1.139 4.376 0.964 0.09 0.04 -0.19 -0.1334
C 0.063 5.015 1.218 0.06 -0.02 0.03 -0.5142
C 0.423 5.353 2.521 0.00 -0.02 -0.05 -0.6998
C -0.437 5.060 3.567 -0.02 -0.01 0.05 -0.5677
C -1.646 4.419 3.320 0.00 -0.04 0.25 -0.3278
N -1.841 1.373 1.102 -0.01 -0.18 0.38 -0.6981
N -1.057 0.322 0.926 -0.63 1.61 1.36 1.1262
C -0.232 0.182 2.131 -0.16 -0.03 -0.45 0.1974
C 0.047 -1.063 2.675 0.14 -0.08 0.10 -0.2095
C 0.859 -1.170 3.798 0.00 0.01 -0.01 -1.0173
C 1.404 -0.036 4.381 0.00 0.07 0.01 -0.7698
C 1.122 1.211 3.833 0.02 0.01 0.09 -0.9566
C 0.303 1.322 2.723 0.10 0.06 -0.07 0.4516
H -4.050 3.901 2.282 -0.12 0.26 0.02 0.2888
H -1.436 4.144 -0.053 0.03 0.00 0.04 0.4589
H 0.715 5.273 0.391 -0.05 0.01 0.06 0.5096
H 1.361 5.861 2.712 -0.06 -0.04 -0.02 0.4558
H -0.174 5.331 4.584 -0.03 -0.02 -0.09 0.4222
H -2.324 4.184 4.136 0.08 0.02 -0.08 0.4335
H -0.360 -1.963 2.253 0.12 0.06 0.03 0.3049
H 1.060 -2.151 4.212 -0.02 0.07 -0.01 0.5039
H 2.037 -0.123 5.256 -0.03 0.02 -0.08 0.4124
H 1.545 2.111 4.268 -0.04 -0.09 -0.02 0.4838
H 0.106 2.290 2.293 -0.07 0.14 -0.05 0.0618
F -1.845 -7.318 2.002 0.02 0.02 0.12 -0.2579
C -1.890 -6.196 2.731 -0.19 0.00 -0.19 0.6821
F -0.881 -6.230 3.612 -0.01 -0.08 0.09 -0.2395
F -3.043 -6.180 3.407 0.16 -0.05 0.01 -0.2588
C -1.750 -4.978 1.849 0.08 -0.08 0.02 0.1531
C -2.435 -3.820 2.140 -0.23 -0.01 0.14 -0.9577
C -2.220 -2.718 1.341 -0.05 -0.03 -0.24 -0.6856
N -1.361 -2.712 0.313 0.04 -0.20 0.11 1.7681
C -0.724 -3.861 0.027 -0.16 0.23 -0.02 -0.3412
C -0.891 -5.010 0.761 0.01 -0.21 0.03 -1.3227
H -3.145 -3.765 2.957 0.10 -0.02 -0.08 0.5877
H -2.742 -1.794 1.539 -0.04 0.10 0.02 0.4010
H -0.055 -3.849 -0.818 0.06 0.02 -0.05 0.2756
H -0.360 -5.913 0.486 -0.04 0.07 0.05 0.5289
C 1.199 -1.429 -0.426 0.50 0.56 -0.18 -0.9491
C 2.353 -0.470 -0.594 -0.27 -0.37 0.10 -0.9158
C 3.009 -0.305 -1.815 0.10 0.11 -0.14 -0.0351
C 3.997 0.655 -1.988 -0.05 -0.09 -0.12 -1.0892
C 4.377 1.462 -0.920 0.32 0.32 -0.08 0.5309
C 3.796 1.254 0.327 -0.04 0.01 0.13 -0.9620
C 2.807 0.297 0.482 0.06 0.04 0.07 0.0485
C 5.381 2.500 -1.094 -0.14 -0.16 0.02 -0.1913
N 6.161 3.336 -1.227 -0.26 -0.26 0.04 -0.5081
H 1.242 -1.857 0.568 -0.05 -0.11 0.28 0.9531
H 1.300 -2.252 -1.133 0.02 -0.07 -0.09 1.0511
H 2.764 -0.947 -2.653 0.06 0.04 0.02 0.6104
H 4.484 0.776 -2.949 -0.04 -0.03 0.06 0.5455
H 4.127 1.842 1.175 -0.03 -0.03 -0.02 0.5524
H 2.374 0.147 1.462 -0.02 -0.02 0.05 0.7581
N 1.991 5.083 -4.525 -0.18 -0.35 0.22 -0.4624
C 1.538 4.192 -3.955 -0.01 -0.03 0.02 -0.4488
C 0.964 3.070 -3.232 0.22 0.48 -0.43 0.2584
C 1.194 2.916 -1.880 0.12 0.10 0.21 -0.9566
C 0.633 1.830 -1.240 -0.09 0.02 0.03 -0.4229
N -0.115 0.912 -1.861 0.30 0.51 -0.25 2.2295
C -0.361 1.099 -3.168 0.06 0.02 0.18 -1.1607
C 0.160 2.146 -3.889 -0.04 0.04 -0.24 -1.0287
H 1.807 3.617 -1.328 -0.04 -0.05 -0.03 0.9379
H 0.790 1.694 -0.185 0.04 -0.02 0.17 0.5616
H -1.019 0.395 -3.641 -0.13 -0.19 -0.10 0.6902
H -0.066 2.249 -4.943 0.02 0.00 0.08 0.6092
I -3.853 -0.953 -1.189 -0.51 -0.70 0.18 0.5701
I -4.760 -3.762 -0.868 0.11 0.24 -0.04 -0.3816
Br 1.998 -2.433 -5.664 0.17 0.03 -0.14 -0.1332
C 0.484 -2.729 -4.604 0.03 -0.07 -0.13 -0.6610
C -0.406 -3.751 -4.881 -0.13 -0.19 -0.06 -0.2844
C -1.493 -3.906 -4.039 -0.06 -0.18 -0.16 -0.8906
C -1.652 -3.048 -2.968 0.04 0.19 0.13 -0.2226
N -0.794 -2.051 -2.708 0.12 0.09 0.03 0.5541
C 0.262 -1.907 -3.527 -0.37 0.00 0.28 -0.1771
H -0.250 -4.406 -5.730 -0.01 0.05 0.07 0.4672
H -2.227 -4.686 -4.203 0.08 0.06 0.01 0.5099
H -2.492 -3.172 -2.294 0.08 -0.02 -0.07 -0.0847
H 0.951 -1.108 -3.314 0.02 0.09 0.07 0.3232
```
Forces are in eV/Å.